{
  "formula": "C54H123N16O16",
  "method": "ωB97M-V/def2-TZVPD",
  "elements": ["C", "C", "C", "C", "C", "C", "N", "O", "C", "C", "C", "H", "H", "H", "H", "H", "H", "H", "H", "H", "H", "H", "H", "H", "H", "H", "H", "H", "H", "C", "C", "O", "N", "C", "H", "H", "H", "H", "H", "H", "H", "C", "C", "O", "N", "C", "H", "H", "H", "H", "H", "H", "H", "C", "C", "O", "N", "C", "H", "H", "H", "H", "H", "H", "H", "C", "C", "O", "N", "C", "H", "H", "H", "H", "H", "H", "H", "C", "C", "O", "N", "C", "H", "H", "H", "H", "H", "H", "H", "C", "C", "O", "N", "C", "H", "H", "H", "H", "H", "H", "H", "C", "C", "O", "N", "C", "H", "H", "H", "H", "H", "H", "H", "C", "C", "O", "N", "C", "H", "H", "H", "H", "H", "H", "H", "C", "C", "O", "N", "C", "H", "H", "H", "H", "H", "H", "H", "C", "C", "O", "N", "C", "H", "H", "H", "H", "H", "H", "H", "C", "C", "O", "N", "C", "H", "H", "H", "H", "H", "H", "H", "C", "C", "O", "N", "C", "H", "H", "H", "H", "H", "H", "H", "C", "C", "O", "N", "C", "H", "H", "H", "H", "H", "H", "H", "C", "C", "O", "N", "C", "H", "H", "H", "H", "H", "H", "H", "C", "C", "O", "N", "C", "H", "H", "H", "H", "H", "H", "H"],
  "positions_angstrom": [[-1.9974, -0.9508, -2.1595], [-0.9265, -0.3022, -1.2864], [-1.7414, 0.3468, -0.1421], [-0.9042, 0.7745, 1.0730], [-0.0696, -0.3961, 1.6442], [0.8804, -0.9017, 0.5017], [0.0710, -1.2895, -0.6933], [0.7210, -2.0761, -1.6676], [1.4754, -2.2039, 1.1616], [1.9966, 0.0395, 0.1546], [-0.2206, 0.8271, -2.0855], [-2.7706, -0.2418, -2.4557], [-2.4767, -1.6957, -1.5242], [-1.6954, -1.3993, -3.1059], [-2.5252, -0.3399, 0.1777], [-2.3096, 1.1952, -0.5235], [-1.5773, 1.1498, 1.8439], [-0.1918, 1.5650, 0.8371], [-0.7971, -1.1540, 1.9349], [0.4935, -0.0752, 2.5206], [0.6810, -2.9151, 1.3879], [2.0391, -1.9011, 2.0440], [2.1219, -2.8352, 0.5520], [1.8086, 1.0206, -0.2815], [2.6776, -0.4501, -0.5416], [2.5439, 0.2738, 1.0677], [-0.8561, 1.1923, -2.8922], [0.7347, 0.5796, -2.5484], [-0.0292, 1.7276, -1.5019], [2.8345, 5.6739, -3.5314], [3.7409, 5.3297, -2.3690], [4.3656, 6.2027, -1.7746], [3.8357, 4.0986, -1.8896], [2.7547, 3.1543, -1.9245], [2.8296, 4.8800, -4.2782], [2.9674, 6.6649, -3.9655], [1.8402, 5.7289, -3.0882], [4.3874, 3.9889, -1.0507], [1.9925, 3.4395, -1.1995], [3.0795, 2.1306, -1.7381], [2.2573, 2.9539, -2.8735], [-4.9632, 3.0304, 3.2637], [-4.6722, 1.5377, 3.2293], [-5.6099, 0.7948, 3.0927], [-3.4811, 1.0125, 3.4940], [-3.1404, -0.4008, 3.5243], [-4.2479, 3.5959, 3.8609], [-5.9033, 3.4315, 3.6422], [-4.8931, 3.4113, 2.2448], [-2.7350, 1.5954, 3.8456], [-3.3650, -0.8684, 2.5657], [-3.6039, -1.0232, 4.2898], [-2.0512, -0.4030, 3.4827], [0.8803, 2.8995, 3.3880], [1.7253, 3.7596, 4.2701], [1.4447, 4.9436, 4.3936], [2.7459, 3.2175, 4.9653], [3.5677, 3.9314, 5.9504], [1.0104, 1.8269, 3.5316], [1.1578, 3.1312, 2.3597], [-0.1776, 3.1603, 3.4205], [2.7060, 2.2131, 5.0632], [4.1612, 4.7775, 5.6044], [4.1562, 3.2100, 6.5173], [2.9190, 4.3159, 6.7375], [-3.0195, 4.1227, -2.3174], [-3.8980, 3.6779, -3.4656], [-4.7176, 2.8156, -3.2630], [-3.6820, 4.2014, -4.6491], [-4.3592, 3.7844, -5.9162], [-3.6720, 4.5432, -1.5521], [-2.1468, 4.7364, -2.5405], [-2.5700, 3.2608, -1.8243], [-3.1691, 5.0696, -4.7057], [-3.6737, 3.2772, -6.5952], [-4.8822, 4.6491, -6.3245], [-5.1919, 3.1101, -5.7159], [8.4600, -2.6764, 1.6758], [7.3307, -1.9667, 2.3380], [7.0160, -2.3228, 3.4946], [6.6799, -1.0220, 1.6701], [5.4119, -0.3989, 2.0195], [8.1734, -3.7213, 1.5564], [9.3523, -2.5506, 2.2891], [8.6020, -2.3250, 0.6538], [7.0989, -0.7137, 0.8043], [5.4738, -0.1175, 3.0707], [4.5957, -1.1102, 1.8925], [5.1547, 0.4267, 1.3559], [-1.9104, -4.4783, -0.2646], [-0.7249, -5.4128, -0.4384], [-0.8247, -6.6141, -0.1354], [0.4067, -4.9257, -0.8097], [1.6580, -5.6480, -0.9142], [-2.8196, -4.9521, -0.6348], [-1.8725, -3.5912, -0.8969], [-2.0385, -4.1895, 0.7786], [0.4709, -3.9243, -0.9240], [1.4995, -6.7211, -1.0217], [2.3135, -5.4899, -0.0578], [2.2284, -5.3821, -1.8042], [3.2555, -2.1300, 4.9910], [2.3256, -0.8664, 5.1967], [2.6965, 0.2869, 4.9862], [1.1641, -1.1670, 5.7859], [0.1523, -0.1383, 6.1109], [2.6658, -3.0020, 4.7082], [3.9321, -2.4077, 5.7992], [3.8808, -1.8843, 4.1327], [0.8893, -2.1375, 5.7331], [-0.1350, 0.3900, 5.2018], [0.6427, 0.5986, 6.7469], [-0.8067, -0.5006, 6.4813], [-0.3749, -3.6592, 3.5982], [-0.6577, -3.6991, 5.0856], [0.2637, -3.8603, 5.8715], [-1.9336, -3.4133, 5.4031], [-2.5479, -3.1279, 6.7225], [-0.6222, -2.7100, 3.1229], [-1.0908, -4.3515, 3.1552], [0.6432, -3.9821, 3.3803], [-2.6624, -3.3859, 4.7044], [-1.7675, -2.7920, 7.4054], [-2.9697, -4.0274, 7.1709], [-3.2669, -2.3087, 6.7126], [4.7516, -1.9601, -1.6866], [4.6654, -0.9680, -2.8390], [5.6655, -0.7092, -3.5197], [3.4991, -0.3992, -3.0840], [3.2060, 0.5647, -4.1443], [3.8661, -2.0288, -1.0546], [5.6468, -1.8039, -1.0848], [4.9343, -2.9677, -2.0599], [2.7180, -0.7333, -2.5378], [4.0588, 1.2285, -4.2865], [2.2830, 1.1133, -3.9564], [3.0625, 0.1065, -5.1228], [-5.5047, -0.1657, -0.6138], [-6.8005, -0.7735, -0.1454], [-7.4842, -1.4289, -0.9150], [-7.1243, -0.7036, 1.1801], [-8.2655, -1.4678, 1.6996], [-5.6820, 0.4258, -1.5120], [-4.7749, -0.9039, -0.9465], [-5.0180, 0.4618, 0.1328], [-6.6674, 0.0376, 1.6920], [-8.7553, -2.0754, 0.9387], [-8.9125, -0.7661, 2.2261], [-7.9471, -2.1926, 2.4488], [1.8266, 2.4630, -8.7405], [0.6645, 2.3488, -7.8048], [-0.3857, 1.9471, -8.2414], [0.8315, 2.7172, -6.4872], [-0.1685, 2.6187, -5.4865], [2.7945, 2.5698, -8.2507], [1.5897, 3.2481, -9.4586], [1.9296, 1.5155, -9.2694], [1.6879, 3.1816, -6.2207], [0.2339, 2.4348, -4.4904], [-0.7267, 1.7076, -5.7018], [-0.8247, 3.4891, -5.4906], [2.8159, -3.4037, -4.2961], [1.8968, -2.6787, -5.2452], [2.1297, -2.6525, -6.4907], [0.8900, -2.0595, -4.5891], [-0.0106, -1.2288, -5.3382], [3.8642, -3.1531, -4.4588], [2.6741, -4.4732, -4.4518], [2.5541, -3.1277, -3.2747], [0.7742, -2.0508, -3.5858], [-0.1410, -0.3306, -4.7346], [-0.9919, -1.6620, -5.5317], [0.4331, -0.8615, -6.2635], [-2.1980, 4.8727, 1.7166], [-3.0673, 5.9155, 2.4298], [-3.9591, 6.4172, 1.7824], [-2.9200, 6.2578, 3.7092], [-1.9835, 5.7518, 4.7742], [-2.4824, 4.6269, 0.6934], [-2.3081, 3.9101, 2.2159], [-1.1310, 5.0938, 1.7424], [-3.5898, 6.9611, 3.9864], [-2.4877, 5.9178, 5.7263], [-1.0484, 6.3038, 4.8689], [-1.7906, 4.6790, 4.7712], [5.7906, -4.9057, 5.6800], [5.2069, -5.4360, 4.3815], [4.6542, -6.4981, 4.2920], [5.3051, -4.6838, 3.2910], [4.7416, -4.8473, 1.9590], [5.0095, -4.8950, 6.4402], [6.2793, -3.9359, 5.5855], [6.5864, -5.6053, 5.9356], [5.8453, -3.8428, 3.4356], [5.3977, -4.4410, 1.1892], [3.8573, -4.2145, 2.0331], [4.4885, -5.8934, 1.7867], [-8.0384, -0.3847, -6.6656], [-7.1751, -0.6194, -5.4901], [-7.6909, -1.0725, -4.4981], [-5.8725, -0.3109, -5.5790], [-4.9803, -0.5452, -4.4960], [-7.5174, -0.8360, -7.5100], [-8.0567, 0.6729, -6.9289], [-9.0832, -0.6950, -6.6482], [-5.5551, -0.3576, -6.5367], [-4.5912, 0.3591, -4.0281], [-4.1089, -1.0915, -4.8570], [-5.3905, -1.1333, -3.6751]],
  "atomic_forces_ev_per_a": [[0.04, -0.72, 0.01], [1.42, 0.41, 0.57], [0.63, 0.03, 0.45], [0.22, -0.44, 0.25], [-0.56, 1.08, -1.92], [-1.15, -1.74, -0.09], [-2.27, -0.22, 0.41], [0.62, 0.77, 0.20], [-0.07, 0.15, -1.00], [1.19, 0.59, 0.41], [-0.14, 0.56, -0.27], [0.03, 0.42, 0.29], [-0.10, -0.26, -0.30], [0.50, -0.20, 0.27], [0.12, -0.34, 0.19], [0.12, 0.25, -0.22], [-0.02, 0.25, 0.01], [-0.15, 0.30, -0.21], [0.34, -0.38, -0.17], [0.19, -0.07, 0.05], [-0.18, 0.42, 0.27], [-0.10, -0.14, 0.30], [0.34, 0.54, -0.48], [-0.80, -0.15, -0.02], [-0.02, -0.08, 0.19], [0.40, -0.07, 0.18], [-0.24, -0.12, -0.18], [-0.03, -0.59, 0.10], [0.05, 0.00, 0.45], [-0.54, -0.63, 0.38], [0.85, 2.79, 0.64], [0.11, 0.49, -0.62], [-0.44, -2.56, -0.36], [-0.77, -1.11, -0.17], [-0.04, 0.14, -0.13], [0.68, -0.26, 0.18], [-0.32, -0.24, -0.08], [0.16, 0.55, -0.16], [-0.24, -0.21, 0.10], [0.41, 0.15, 0.60], [0.14, 0.96, -0.32], [1.46, 0.97, -0.22], [-1.71, 0.85, 1.45], [-1.53, -1.35, -0.83], [2.01, 0.49, 0.75], [0.19, 0.09, -1.43], [0.51, -0.07, -0.13], [-0.38, -1.22, -0.01], [0.12, 0.06, -0.12], [-0.29, 0.25, -0.25], [-0.51, 0.04, -0.11], [0.12, 0.42, 0.32], [0.00, -0.35, 0.81], [0.12, -0.69, -0.71], [-0.30, 1.08, 1.25], [-0.02, 0.62, -0.28], [0.53, -0.59, -0.09], [-1.15, -0.23, 0.72], [0.09, 0.04, 0.08], [0.18, -0.10, -0.14], [0.09, 0.14, 0.44], [0.35, -0.25, -0.18], [-0.05, -0.36, -0.46], [0.38, -0.10, -0.61], [-0.26, 0.43, -0.06], [0.32, -0.02, 0.54], [0.49, -0.81, 1.80], [-0.94, -1.00, 0.13], [0.16, 1.11, -3.19], [-0.52, 0.21, 1.24], [0.14, 0.41, -0.07], [-0.37, 0.51, -0.23], [-0.27, -0.43, -0.26], [0.12, -0.31, 0.07], [0.05, 0.37, -0.05], [0.55, 0.13, -0.42], [0.33, -0.25, 0.48], [0.04, 0.29, -0.88], [-0.50, -0.96, 2.38], [-0.10, 0.61, -1.13], [0.01, 0.93, -1.62], [0.02, -0.58, 0.65], [0.16, -0.09, 0.43], [-0.01, -0.26, -0.19], [0.37, 0.20, 0.03], [-0.12, -0.24, 0.04], [-0.35, 0.31, -0.10], [-0.04, -0.19, 0.14], [0.51, 0.10, 0.18], [-0.29, 0.27, -0.99], [-2.07, -2.66, 1.69], [-0.56, 0.34, -0.16], [2.76, 1.87, -0.99], [0.05, -0.66, -0.24], [0.07, -0.50, 0.43], [0.62, 0.24, 0.30], [0.05, -0.06, -0.03], [0.09, 0.81, -0.61], [-0.34, 0.09, 0.30], [-0.09, 0.06, 0.22], [-0.22, 0.50, -0.08], [-0.66, 1.11, -1.19], [1.44, -0.92, 1.09], [-0.03, -0.25, -0.30], [-1.40, 0.25, -0.06], [0.89, 0.14, -1.00], [-0.09, -0.04, 0.21], [-0.36, 0.43, 0.30], [0.14, -0.05, 0.02], [-0.01, -0.14, 0.45], [0.17, 0.20, -0.26], [-0.40, -0.04, 0.27], [0.53, -0.51, 0.49], [-0.82, -0.76, 0.02], [0.69, 0.72, -0.99], [-0.44, -0.07, 0.78], [-2.14, 0.60, 1.11], [1.59, -0.40, 0.33], [0.28, 0.14, 0.40], [0.19, -0.33, -0.38], [-0.21, 0.11, 0.09], [0.72, -0.15, -0.52], [0.18, -0.13, -0.03], [-0.22, 0.06, -0.13], [-0.13, -0.22, -0.57], [-0.01, -0.46, 0.05], [2.24, -0.13, -0.62], [-0.37, -0.19, 0.52], [-1.99, 0.69, 0.16], [0.60, -0.44, -0.44], [-0.02, 0.17, -0.04], [-0.08, 0.56, 0.04], [-0.22, 0.00, -0.45], [-0.44, -0.17, -0.02], [-0.06, 0.18, 0.31], [0.19, -0.08, 0.37], [0.01, -0.47, 0.00], [0.20, 0.78, -0.10], [-0.42, -1.31, -0.02], [0.12, 0.02, -0.31], [0.11, -0.15, -0.95], [0.67, 0.53, 0.63], [-0.19, 0.19, 0.08], [-0.26, -0.41, 0.29], [-0.03, 0.07, 0.09], [-0.19, -0.40, 0.61], [0.01, 0.71, -0.24], [-0.47, -0.20, -0.27], [0.35, 0.02, 0.17], [0.70, -0.35, 0.18], [0.15, 0.18, 0.68], [-1.06, -0.31, 0.13], [1.62, 0.28, -0.76], [-0.95, -0.73, 0.09], [-0.04, 0.59, 0.04], [0.33, 0.01, 0.03], [-0.37, 0.05, -0.14], [-0.03, -0.22, -0.32], [0.32, 0.36, -0.05], [-0.46, 0.22, -0.04], [-0.22, -0.07, 0.21], [-0.06, -0.12, 0.18], [1.16, 0.01, -1.43], [-1.05, 0.21, 2.75], [0.00, -0.04, -2.20], [-0.08, 1.13, 0.29], [-0.08, 0.00, -0.30], [0.12, -0.06, 0.10], [0.00, -0.28, 0.13], [0.23, -0.28, 0.89], [-0.43, 0.11, 0.08], [0.04, -0.18, -0.07], [0.07, -0.49, -0.12], [0.49, -0.59, 1.00], [0.29, -1.00, -1.95], [-1.01, 0.72, -0.58], [1.53, -0.62, 2.19], [-0.94, 0.66, -0.06], [-0.34, 0.80, 0.08], [0.10, -0.13, 0.38], [0.03, 0.19, 0.10], [0.10, -0.10, 0.03], [-0.21, 0.05, -0.02], [0.08, -0.14, -0.58], [0.01, 0.07, -0.64], [0.44, -0.09, -0.50], [-0.29, 0.18, -0.52], [-0.97, -2.23, 0.85], [1.94, 2.12, -0.31], [-0.53, 0.06, 1.31], [0.16, -0.07, -0.01], [-0.27, 0.14, -0.08], [-0.18, -0.13, 0.36], [-0.03, 0.24, -0.20], [0.15, -0.17, 0.11], [-0.48, -0.27, -0.89], [-0.03, 0.18, -0.09], [0.40, 0.86, -2.06], [-1.84, -0.54, 1.10], [-0.08, -0.26, 1.28], [-0.13, 0.27, -1.18], [1.57, -0.39, 0.81], [-0.30, -0.23, -0.43], [0.09, 0.24, 0.14], [0.43, -0.41, 0.60], [0.54, 0.31, 0.32], [-0.22, 0.35, -0.22], [0.09, -0.09, -0.05], [-0.54, -0.07, -0.37]],
  "mulliken_charge": [-1.649, 2.774, -1.239, 0.404, -0.667, 2.210, 0.845, -0.596, -0.941, -0.271, -0.337, 0.032, 0.033, -0.102, -0.080, 0.091, -0.355, 0.526, -0.298, -0.420, -0.299, -0.060, -0.078, -0.196, -0.793, 0.334, 0.265, -0.722, 0.068, -0.723, 0.579, -0.691, -0.089, -0.304, 0.113, 0.355, 0.233, 0.243, 0.575, -0.044, -0.187, -1.189, 0.928, -0.783, 0.060, -0.654, 0.216, 0.482, 0.217, 0.173, 0.258, 0.554, -0.301, 1.258, -0.043, -0.695, 0.010, -0.965, -0.346, 0.080, -0.492, 0.451, 0.281, 0.365, 0.308, -0.178, 0.459, -0.664, -0.181, -0.918, 0.361, 0.363, -0.440, 0.283, 0.283, 0.370, 0.259, -1.135, 0.662, -0.788, -0.104, -0.630, 0.251, 0.332, 0.381, 0.318, 0.413, -0.193, 0.438, -0.253, 0.907, -0.787, 0.149, -0.867, 0.452, -0.204, -0.048, -0.289, 0.464, 0.149, 0.178, -0.610, 0.314, -0.731, 0.112, -0.549, 0.234, 0.562, -0.186, 0.003, -0.036, 0.370, 0.195, 0.253, -0.030, -0.692, -0.067, -1.008, -0.311, 0.579, 0.287, 0.280, 0.357, 0.329, 0.325, -0.075, 0.657, -0.781, 0.968, -1.030, -0.270, 0.025, 0.361, -0.649, 0.441, -0.006, 0.368, 0.555, 0.393, -0.714, 0.015, -1.022, 0.087, -0.199, -0.202, 0.230, 0.316, 0.329, 0.300, -1.151, 0.739, -0.611, 0.065, -0.480, 0.326, 0.279, 0.321, 0.123, -0.185, 0.045, 0.511, -0.177, 0.588, -0.765, 0.530, -1.090, 0.282, 0.446, -0.571, 0.129, 0.058, 0.362, 0.502, 0.493, 0.197, -0.685, -0.150, -0.784, -0.243, -0.449, 0.554, 0.258, 0.378, 0.348, 0.118, -1.103, 0.977, -0.711, 0.242, -0.778, 0.276, 0.218, 0.344, -0.093, 0.185, 0.124, 0.414, -1.260, 0.730, -0.586, -0.053, -0.543, 0.342, 0.292, 0.298, 0.280, -0.130, 0.354, 0.294],
  "total_energy_ev": -114600.13543,
  "e_above_lowest_ev": 2.941,
  "orbital_gap_ev": 5.663,
  "charge": -1
}